C7H19N4PS3V | ωB97M-V/def2-TZVPD

ORCA input file:
```
! wB97M-V def2-TZVPD RIJCOSX def2/J DEFGRID3
* xyz 4 2
H -1.28 2.95 3.26
N -0.43 1.60 -3.68
H -2.99 -3.84 1.16
H 1.77 -2.40 1.66
S 1.42 -0.17 -3.76
H 1.06 -0.27 4.07
P 0.08 1.20 2.39
C -1.39 2.27 2.41
H 1.63 2.80 3.24
C -1.10 -3.14 0.96
H 1.79 0.93 -5.86
H -0.72 -0.49 3.96
N 0.21 -3.38 0.88
S 0.16 0.88 -1.17
V 0.33 -0.39 0.59
C 0.28 0.81 -2.91
H -1.47 2.88 1.50
C 0.91 0.50 -5.36
N 1.15 -2.32 0.83
H 0.12 2.55 -5.45
C 1.57 2.22 2.31
H 0.56 -0.32 -5.99
C -0.18 1.55 -5.10
H 2.49 1.63 2.24
H 1.53 2.94 1.48
H -2.31 1.70 2.54
S -1.60 -1.46 0.84
H 1.77 -2.47 0.02
N -1.99 -4.07 1.11
H 0.58 -4.34 0.88
C 0.10 0.23 3.92
H -1.11 1.32 -5.63
H -0.04 0.92 4.76
H -1.12 2.27 -3.33
H -1.78 -5.07 1.22
*
```

Output
ΔE to the lowest compared entry with this formula, charge and spin: 5.7 kcal per mole
Electronic energy: -80965.506 eV
HOMO-LUMO gap (alpha / beta): 5.27 / 6.27 eV

Atomic charges from the natural (NBO) analysis, expressed in e, are listed below:
1. H 0.33
2. N -0.43
3. H 0.48
4. H 0.45
5. S 0.54
6. H 0.28
7. P 1.13
8. C -0.95
9. H 0.33
10. C 0.37
11. H 0.30
12. H 0.29
13. N -0.40
14. S 0.15
15. V 0.87
16. C -0.02
17. H 0.29
18. C -0.55
19. N -0.67
20. H 0.28
21. C -0.98
22. H 0.29
23. C -0.26
24. H 0.28
25. H 0.30
26. H 0.30
27. S 0.14
28. H 0.45
29. N -0.65
30. H 0.47
31. C -0.97
32. H 0.28
33. H 0.33
34. H 0.47
35. H 0.47

---

C18H68N10O16 | ωB97M-V/def2-TZVPD

ORCA input file:
```
! wB97M-V def2-TZVPD RIJCOSX def2/J DEFGRID3
* xyz 0 1
C 6.22 -20.12 -5.22
H 5.88 -15.45 2.08
H 1.72 -17.96 -4.26
O 5.42 -15.74 1.30
O -0.52 -20.08 -2.39
N 9.40 -15.70 -4.46
O 2.31 -15.81 -0.08
H 2.52 -18.44 2.73
H 4.07 -17.15 -3.52
H 0.16 -16.59 0.94
C 3.91 -21.90 -4.31
C -0.40 -18.79 -1.83
H 2.40 -17.99 0.40
O 2.36 -19.67 -3.28
H 5.48 -13.62 -4.21
H 2.71 -13.28 -3.81
O 2.70 -18.85 0.65
O 3.04 -16.61 -6.24
N 7.87 -17.20 -4.82
O 6.78 -19.94 0.04
H 9.85 -15.82 -5.36
C 1.45 -14.46 -4.50
C 3.24 -18.68 1.97
H 1.20 -15.53 -4.40
N 5.40 -22.25 -0.12
N 4.95 -15.38 -5.77
H 0.62 -13.68 -4.39
H 6.97 -22.86 -2.73
O 5.73 -18.91 -4.81
H 3.14 -18.84 -4.96
O 8.13 -16.48 -2.63
H -1.39 -20.12 -2.86
H 10.96 -20.78 -3.08
H 1.84 -14.26 -5.49
H -1.09 -18.58 -0.99
H 4.60 -22.66 -4.71
C 6.90 -19.15 1.16
C 5.95 -15.10 0.13
O 5.53 -12.45 -2.64
H 3.63 -21.19 -5.10
H 6.08 -14.45 -2.86
H 5.47 -19.11 -3.10
H 7.06 -17.73 -4.46
C 2.20 -18.92 -4.45
H 5.31 -18.51 -5.56
O 8.87 -17.06 -0.12
H 7.17 -19.54 -0.75
H 5.55 -20.54 -5.95
H 7.14 -13.28 -3.67
N 10.00 -20.75 -2.72
H 7.15 -19.95 -5.72
H 7.95 -18.84 1.51
H 5.90 -12.32 -1.78
H -0.91 -16.22 -0.55
C 3.96 -16.98 -2.50
N 5.22 -17.20 -7.03
N 6.61 -22.25 -1.97
O 2.51 -14.22 -3.63
C 5.95 -22.94 -1.10
H 1.55 -15.18 -2.44
N 9.28 -19.41 -4.34
H 7.97 -17.10 -5.84
H 3.05 -20.72 2.53
H 10.08 -15.67 -0.60
H 5.29 -15.11 -0.74
H 6.77 -21.23 -2.04
C 9.08 -19.97 -3.17
O 4.97 -19.21 -2.29
N 0.70 -15.46 -1.82
O 5.88 -24.30 -1.17
H 2.94 -17.20 -2.17
C 6.14 -13.44 -3.35
H 8.39 -16.84 -0.89
C 8.47 -16.50 -3.95
H 3.25 -19.34 -2.96
H 4.37 -20.41 1.51
H 4.00 -17.89 1.90
N 0.01 -16.22 -0.05
C 3.81 -19.98 2.34
H 2.63 -23.24 -4.51
H -0.26 -15.44 -2.17
H 9.94 -15.17 -3.77
H -0.64 -18.10 -2.64
H 10.39 -16.32 0.95
H 8.72 -18.54 -4.58
H 6.94 -15.51 -0.17
H 8.97 -15.10 0.58
H 4.32 -14.72 -5.37
H 1.49 -19.47 -5.09
H 4.11 -15.93 -2.17
O 7.97 -19.67 -2.43
H 5.85 -15.09 -5.87
C 4.90 -17.95 -1.74
H 10.30 -19.19 -4.65
O 2.75 -22.54 -3.91
H 6.32 -18.23 1.03
H 4.35 -21.36 -3.43
H 5.80 -21.30 0.07
H 6.23 -17.11 -7.16
H 5.93 -17.54 -1.76
H 0.61 -18.68 -1.50
H 4.42 -19.88 3.22
H 6.50 -19.68 2.04
H 4.70 -18.00 -0.68
C 9.63 -15.96 0.32
C 4.39 -16.43 -6.38
H 9.97 -21.08 -1.73
H 5.22 -22.80 0.72
H 4.77 -18.08 -7.42
H 6.11 -14.07 0.39
H 6.40 -20.70 -4.32
C 1.07 -15.87 -0.67
*
```

Output
ΔE to the lowest compared entry with this formula, charge and spin: 13.4 kcal per mole
Electronic energy: -67423.431 eV
HOMO-LUMO gap: 6.53 eV

Here are the Mulliken charges for atoms 1 to 99, given in e:
1. C -0.88
2. H 0.24
3. H -0.52
4. O -0.48
5. O -0.47
6. N -0.43
7. O -0.61
8. H 0.50
9. H -0.58
10. H 0.32
11. C -0.09
12. C -0.49
13. H 0.05
14. O -0.58
15. H -0.13
16. H 0.30
17. O -0.48
18. O -0.64
19. N -0.06
20. O -0.63
21. H 0.15
22. C -0.59
23. C 0.24
24. H 0.10
25. N -0.17
26. N -0.14
27. H 0.25
28. H 0.26
29. O -0.33
30. H 0.08
31. O -0.27
32. H 0.30
33. H 0.23
34. H 0.39
35. H 0.28
36. H 0.37
37. C -0.24
38. C -0.16
39. O -0.57
40. H 0.15
41. H 0.16
42. H -0.17
43. H -0.16
44. C 0.07
45. H -0.34
46. O -0.23
47. H -0.02
48. H 0.47
49. H 0.48
50. N -0.41
51. H 0.34
52. H 0.17
53. H 0.32
54. H 0.17
55. C 0.70
56. N -0.54
57. N 0.19
58. O -0.66
59. C 0.26
60. H 0.00
61. N -0.35
62. H 0.31
63. H 0.45
64. H 0.27
65. H -0.33
66. H -0.24
67. C 0.14
68. O 0.13
69. N -0.05
70. O -0.84
71. H -0.69
72. C -0.23
73. H 0.25
74. C 0.17
75. H 0.21
76. H -0.26
77. H -0.12
78. N -0.26
79. C -0.92
80. H 0.30
81. H 0.21
82. H 0.33
83. H 0.28
84. H 0.26
85. H 0.16
86. H 0.04
87. H 0.25
88. H 0.14
89. H 0.61
90. H 0.15
91. O -0.29
92. H 0.14
93. C 1.83
94. H 0.31
95. O -0.46
96. H -0.05
97. H -0.20
98. H 0.38
99. H 0.12

---

C18H20F2N4O4 | ωB97M-V/def2-TZVPD

ORCA input file:
```
! wB97M-V def2-TZVPD RIJCOSX def2/J DEFGRID3
* xyz 0 1
H 2.80 0.87 0.13
F 1.62 -4.24 2.05
H 3.60 -3.85 -2.23
C -3.76 0.11 0.47
H -3.11 -0.37 -1.52
C -1.42 0.82 0.41
C 2.95 -3.08 -1.82
H 3.09 3.45 -0.43
C -0.63 3.03 1.17
H 4.32 1.20 -1.63
N -2.72 1.09 0.73
C 2.07 1.67 0.26
C -4.03 -0.04 -1.03
C 3.97 2.01 -2.28
N 0.75 1.10 0.17
H -2.24 4.07 1.87
C 2.29 2.78 -0.79
C -0.40 1.74 0.60
H -5.40 1.63 -1.13
C 2.20 -3.37 -0.70
O -4.16 2.61 1.61
C 0.45 -3.75 1.55
H -3.42 -0.85 0.87
H 1.37 3.36 -0.89
C -4.52 1.27 -1.65
H -0.26 -3.67 2.38
H 2.17 2.12 1.25
C -3.04 2.31 1.28
C 1.28 -1.14 -0.78
O 0.58 -2.56 0.97
F 0.01 -4.72 0.70
C 1.36 -2.40 -0.18
C 0.36 -0.13 -0.24
H -4.65 0.45 0.99
C 2.88 -1.84 -2.43
N -0.94 -0.33 -0.11
H 4.58 2.90 -2.10
N -1.98 3.18 1.46
H -4.77 1.12 -2.70
H -3.75 2.03 -1.60
H 2.27 -4.34 -0.25
H 1.96 0.10 -2.38
O 0.18 3.91 1.40
O 2.60 2.29 -2.07
H -4.78 -0.81 -1.16
H 3.47 -1.63 -3.31
C 2.04 -0.87 -1.91
H 4.07 1.71 -3.32
*
```

Output
ΔE to the lowest compared entry with this formula, charge and spin: 0.0 kcal per mole
Structure (SMILES): CCCn1c(=O)[nH]c(=O)c2c1nc(-c1ccccc1OC(F)F)n2CCOC
Electronic energy: -38577.821 eV
HOMO-LUMO gap: 8.86 eV

Atomic charges from the natural (NBO) analysis, expressed in e, are listed below:
1. H 0.22
2. F -0.35
3. H 0.22
4. C -0.22
5. H 0.22
6. C 0.37
7. C -0.18
8. H 0.18
9. C 0.66
10. H 0.17
11. N -0.42
12. C -0.25
13. C -0.41
14. C -0.26
15. N -0.29
16. H 0.43
17. C -0.07
18. C -0.11
19. H 0.21
20. C -0.28
21. O -0.63
22. C 0.79
23. H 0.21
24. H 0.21
25. C -0.61
26. H 0.14
27. H 0.23
28. C 0.80
29. C -0.16
30. O -0.50
31. F -0.34
32. C 0.39
33. C 0.39
34. H 0.24
35. C -0.23
36. N -0.48
37. H 0.17
38. N -0.64
39. H 0.21
40. H 0.20
41. H 0.24
42. H 0.24
43. O -0.62
44. O -0.54
45. H 0.21
46. H 0.22
47. C -0.17
48. H 0.20

---

C18H27GeI2NSW | ωB97M-V/def2-TZVPD

ORCA input file:
```
! wB97M-V def2-TZVPD RIJCOSX def2/J DEFGRID3
* xyz 4 3
C -2.83 -3.54 -2.26
C 2.08 0.51 -2.59
H -4.20 -5.94 -1.97
W 0.40 -0.36 -0.32
H 2.63 -1.23 -3.73
C 0.71 2.64 0.04
H 2.14 -1.60 -2.11
N 1.35 0.93 -1.51
H -3.13 -3.72 -1.23
H 1.65 5.89 0.24
H 0.22 4.24 1.40
C 1.45 2.25 -1.08
C -3.11 0.36 -2.30
H -3.66 -3.02 -2.76
H -7.61 -1.18 -1.96
C 3.02 2.70 -2.83
H -2.24 -4.69 -3.98
H -1.24 -2.44 -3.32
C 2.28 3.17 -1.73
I 2.49 -1.68 3.26
H 3.69 3.38 -3.36
C 1.92 -0.94 -2.96
H -4.88 0.74 -3.48
S -0.28 1.38 0.81
H -4.29 -0.89 -3.67
H -3.65 -6.69 -3.46
C 2.34 4.50 -1.23
H -7.52 0.02 -3.17
C 1.60 4.87 -0.13
H 2.98 5.22 -1.73
Ge -1.99 -0.98 -1.36
C -3.85 -5.74 -2.98
H -0.74 -3.20 -1.80
H -2.58 -1.24 0.05
H -1.78 -5.41 -2.44
C 0.79 3.94 0.52
I 1.03 -2.51 1.20
C -6.92 -0.79 -2.74
H 3.50 1.02 -4.09
C -1.56 -2.66 -2.30
C -5.71 -0.27 -2.08
C 2.92 1.38 -3.25
H -5.90 0.53 -1.36
C -2.59 -4.88 -2.96
C -4.40 -0.12 -2.92
H -4.65 -5.25 -3.54
H -5.22 -1.07 -1.41
H -3.29 1.18 -1.60
H -6.73 -1.56 -3.48
H 0.92 -1.14 -3.35
H -2.49 0.74 -3.11
*
```

Output
ΔE to the lowest compared entry with this formula, charge and spin: 2.7 kcal per mole
Electronic energy: -105925.006 eV
HOMO-LUMO gap (alpha / beta): 5.59 / 4.71 eV

Atomic charges from the natural (NBO) analysis, expressed in e, are listed below:
1. C -0.40
2. C 0.32
3. H 0.22
4. W 0.92
5. H 0.32
6. C -0.26
7. H 0.23
8. N -0.61
9. H 0.22
10. H 0.29
11. H 0.28
12. C 0.16
13. C -0.81
14. H 0.19
15. H 0.33
16. C 0.06
17. H 0.22
18. H 0.26
19. C -0.05
20. I 0.36
21. H 0.28
22. C -0.69
23. H 0.38
24. S 0.40
25. H 0.27
26. H 0.26
27. C -0.08
28. H 0.32
29. C -0.17
30. H 0.28
31. Ge 0.98
32. C -0.61
33. H 0.23
34. H -0.08
35. H 0.21
36. C -0.07
37. I 0.34
38. C -0.65
39. H 0.29
40. C -0.80
41. C -0.31
42. C -0.25
43. H 0.28
44. C -0.39
45. C -0.33
46. H 0.21
47. H 0.38
48. H 0.27
49. H 0.26
50. H 0.26
51. H 0.29

---

C14H18IMoN3 | ωB97M-V/def2-TZVPD

ORCA input file:
```
! wB97M-V def2-TZVPD RIJCOSX def2/J DEFGRID3
* xyz 2 3
H 2.95 4.28 0.11
N -0.83 0.13 0.75
N -1.16 1.36 1.17
H -0.98 -4.23 2.21
C -1.22 -0.88 1.65
N 0.49 2.01 -0.31
H -2.08 1.59 -2.28
C -1.97 -1.43 3.89
C -0.98 -2.24 1.39
H -1.82 -3.51 4.44
C -1.67 -2.77 3.65
C 0.25 -0.88 -3.23
H 0.65 1.31 -2.53
H -0.59 -2.52 0.41
H 1.19 -1.43 -3.30
Mo -0.06 0.19 -1.27
H 1.52 4.92 2.09
H -0.42 -1.24 -4.02
C -2.07 0.62 -1.77
H -0.38 1.10 -4.00
H -1.98 0.58 3.04
H -2.37 -1.09 4.85
H -0.31 -1.22 -2.30
C 0.45 0.65 -3.44
C -1.19 -3.18 2.40
H -2.45 -0.16 -2.45
C 2.02 3.75 0.32
H 2.20 2.41 -1.41
H 1.37 0.77 -4.02
H -2.68 0.67 -0.86
H -0.61 3.53 2.50
C -1.76 -0.48 2.89
I 2.12 -1.17 -0.44
C 1.22 4.10 1.43
C -0.23 2.30 0.81
C 1.62 2.73 -0.53
C 0.06 3.38 1.66
*
```

Output
ΔE to the lowest compared entry with this formula, charge and spin: 0.0 kcal per mole
Electronic energy: -29216.765 eV
HOMO-LUMO gap (alpha / beta): 5.63 / 5.97 eV

Atomic charges from the natural (NBO) analysis, expressed in e, are listed below:
1. H 0.27
2. N -0.18
3. N -0.15
4. H 0.25
5. C 0.16
6. N -0.51
7. H 0.26
8. C -0.18
9. C -0.18
10. H 0.25
11. C -0.09
12. C -0.53
13. H 0.22
14. H 0.22
15. H 0.29
16. Mo 0.87
17. H 0.27
18. H 0.31
19. C -0.91
20. H 0.29
21. H 0.26
22. H 0.25
23. H 0.19
24. C -0.61
25. C -0.20
26. H 0.25
27. C -0.22
28. H 0.23
29. H 0.32
30. H 0.25
31. H 0.27
32. C -0.18
33. I 0.08
34. C -0.08
35. C 0.32
36. C 0.09
37. C -0.18

---

Which value of ΔE to the lowest compared entry with this formula, charge and spin does entry 5 give?
0.0 kcal per mole

---

What is the formula in the second record?
C18H68N10O16

---

Number 4 is which compound?
C18H27GeI2NSW